(1)
C39H52BeF3I2N7O19 | wB97M-V/def2-TZVPD

Last column: Mulliken charge in e.
Cartesian coordinates (Å):
Be -0.115 0.737 0.198  1.115
I -1.380 3.544 -0.564  -0.684
I 1.518 -1.613 1.675  -0.668
C 1.092 -2.095 -4.819  -0.632
C 1.763 -0.799 -5.280  0.341
O 0.991 0.066 -4.488  0.058
C 0.390 -0.559 -3.486  -0.335
O -0.287 -0.109 -2.572  -0.089
O 0.688 -1.895 -3.565  -0.035
F 1.460 -0.648 -6.602  -0.312
H 1.830 -2.876 -5.003  0.283
H 0.257 -2.395 -5.452  0.247
H 2.825 -0.810 -5.033  0.339
C -0.819 3.271 -4.205  0.207
C 0.115 3.568 -5.418  0.408
O -0.726 3.147 -6.507  -0.377
C -1.936 2.677 -6.092  0.612
O -2.820 2.195 -6.804  -0.580
O -2.017 2.823 -4.783  -0.226
F 1.150 2.790 -5.414  -0.196
H -0.885 4.189 -3.621  0.216
H -0.538 2.462 -3.532  -0.274
H 0.517 4.575 -5.537  0.218
C -0.896 -2.209 5.035  0.159
C -0.202 -1.853 6.260  0.664
O 0.643 -3.019 6.486  -0.327
C 0.332 -4.006 5.735  0.639
O 0.938 -5.089 5.732  -0.606
O -0.699 -3.652 4.981  -0.337
F -1.142 -1.740 7.214  -0.344
H -0.462 -1.761 4.141  -0.276
H -1.978 -2.081 4.990  0.187
H 0.327 -0.900 6.225  0.171
C 3.307 2.133 5.806  -0.031
C 4.163 2.047 6.888  -0.653
C 4.538 0.798 7.328  -0.278
C 4.054 -0.362 6.761  -0.384
C 3.178 -0.237 5.642  -0.099
C 2.741 1.043 5.216  -0.776
N 4.235 -1.695 7.396  1.018
O 4.669 -1.716 8.563  -0.601
O 4.123 -2.672 6.723  -0.527
H 3.027 3.133 5.512  0.316
H 4.686 2.882 7.331  0.381
H 5.248 0.769 8.142  0.413
H 2.886 -1.058 5.005  0.601
H 2.116 1.144 4.340  0.578
C 2.585 -3.858 -1.834  -0.128
C 3.645 -4.339 -2.617  -0.750
C 3.425 -5.382 -3.472  -0.142
C 2.193 -5.954 -3.575  -0.171
C 1.145 -5.477 -2.756  -0.188
C 1.358 -4.467 -1.834  -0.626
N 2.056 -7.136 -4.461  0.928
O 0.931 -7.584 -4.573  -0.565
O 3.049 -7.565 -5.129  -0.586
H 2.735 -3.017 -1.173  0.352
H 4.547 -3.746 -2.644  0.381
H 4.238 -5.824 -4.028  0.452
H 0.195 -5.990 -2.731  0.442
H 0.644 -4.108 -1.109  0.541
C -6.249 1.851 -3.581  -0.571
C -6.820 0.714 -4.161  -0.469
C -6.042 -0.276 -4.647  -0.338
C -4.650 -0.276 -4.438  -0.005
C -4.111 0.764 -3.611  0.175
C -4.872 1.889 -3.273  -0.745
N -3.708 -1.273 -5.064  0.915
O -4.211 -2.158 -5.745  -0.602
O -2.482 -1.142 -4.926  -0.497
H -6.930 2.623 -3.255  0.376
H -7.872 0.743 -4.400  0.360
H -6.551 -0.952 -5.318  0.411
H -3.047 0.701 -3.440  0.494
H -4.305 2.657 -2.768  0.472
C -2.594 -1.981 -0.302  -0.152
O -1.952 -0.845 -0.260  -0.333
N -3.063 -2.620 0.803  0.339
C -3.956 -3.767 0.770  -0.975
C -2.938 -1.943 2.060  -0.762
H -2.829 -2.481 -1.255  0.319
H -3.635 -4.599 1.397  0.298
H -4.139 -4.212 -0.208  0.323
H -4.927 -3.500 1.185  0.357
H -2.884 -2.599 2.928  0.561
H -2.056 -1.303 2.088  -0.182
H -3.772 -1.290 2.318  0.298
C 3.029 1.318 -1.518  -0.313
O 1.871 1.208 -1.151  -0.281
N 3.484 2.354 -2.193  0.421
C 4.734 2.323 -2.958  -1.180
C 2.734 3.587 -2.432  -0.762
H 3.817 0.645 -1.147  0.505
H 4.660 2.680 -3.985  0.348
H 5.053 1.309 -3.198  0.419
H 5.486 2.832 -2.356  0.331
H 3.218 4.549 -2.260  0.349
H 2.597 3.573 -3.513  0.206
H 1.822 3.577 -1.836  0.131
C -2.517 1.333 2.919  0.023
O -1.826 0.902 2.016  -0.485
N -3.800 1.615 2.843  0.292
C -4.542 2.320 3.907  -1.000
C -4.699 1.163 1.832  -1.135
H -2.124 1.532 3.928  0.313
H -5.343 1.666 4.253  0.391
H -5.215 3.128 3.621  0.347
H -4.032 2.829 4.725  0.324
H -5.208 2.020 1.393  0.408
H -4.227 0.710 0.960  0.146
H -5.374 0.470 2.333  0.429
C 1.311 3.453 2.354  -0.044
O 1.127 2.422 1.731  -0.303
N 2.503 3.886 2.725  0.427
C 2.532 5.165 3.410  -1.023
C 3.696 3.243 2.251  -0.959
H 0.477 4.035 2.774  0.227
H 2.937 5.929 2.747  0.350
H 3.129 5.179 4.322  0.311
H 1.525 5.480 3.685  0.312
H 3.487 2.177 2.342  0.324
H 3.979 3.500 1.231  0.297
H 4.646 3.468 2.736  0.325

## Properties
- energy (eV) = -115363.77081
- molar mass (g mol⁻¹) = 1242.69
- HOMO level (eV) = -8.3248
- maximum force (eV/A) = 5.4

(2)
C4H10O2 | wB97M-V/def2-TZVPD

Last column: natural (NBO) charge in e.
Cartesian coordinates (Å):
C 1.320 -0.289 0.888  -0.448
C 0.023 -0.569 0.838  -0.148
C -0.558 -1.681 0.021  -0.105
O -1.928 -1.452 -0.268  -0.726
H 2.016 -0.720 0.169  0.191
H 1.721 0.391 1.629  0.198
H -0.684 -0.077 1.508  0.198
H -0.452 -2.574 0.655  0.170
H 0.028 -1.835 -0.896  0.174
H -2.278 -2.272 -0.639  0.472
C 0.444 2.034 -0.630  -0.253
O -0.445 0.980 -0.973  -0.724
H 1.448 1.766 -0.990  0.186
H 0.123 2.940 -1.143  0.171
H 0.559 2.255 0.448  0.167
H -1.336 1.103 -0.617  0.478

## Properties
- energy (eV) = -8403.12618
- energy relative to the best compared isomer or geometry (same formula, charge and spin) (kJ/mol) = 233.6
- molar mass (g mol⁻¹) = 90.12
- HOMO level (eV) = -8.8728
- maximum force (eV/A) = 0.7

(3)
C42H31IrN7O5PSSe | wB97M-V/def2-TZVPD

Last column: Mulliken spin population.
Cartesian coordinates (Å):
Ir -0.339 0.517 1.238  1.474
Se -3.249 5.460 6.255  0.833
N -3.307 5.306 4.479  0.185
C -2.545 4.298 4.109  0.149
C -2.342 3.896 2.755  0.062
C -2.872 4.557 1.657  0.042
C -2.552 4.118 0.379  0.017
C -1.749 2.993 0.229  0.010
N -1.284 2.303 1.253  0.055
C -1.524 2.745 2.523  0.095
C -0.895 2.062 3.568  0.161
N -0.120 0.982 3.239  0.048
C 0.613 0.413 4.183  -0.017
C 0.605 0.828 5.508  0.034
C -0.244 1.864 5.889  0.026
C -1.007 2.499 4.925  0.077
C -1.881 3.599 5.195  0.096
N -2.138 4.065 6.397  0.206
H -3.509 5.411 1.823  0.012
H -2.913 4.640 -0.491  0.003
H -1.449 2.647 -0.748  0.004
H 1.237 -0.417 3.880  -0.013
H 1.231 0.332 6.233  0.004
H -0.314 2.189 6.913  0.011
O 0.749 1.822 -0.917  0.074
S 1.705 2.477 -0.009  -0.014
O 1.434 3.844 0.291  0.004
O 1.848 1.597 1.193  0.182
C 3.235 2.194 -0.880  0.010
C 4.171 3.103 -1.315  0.002
C 5.227 2.642 -2.094  -0.002
C 5.316 1.297 -2.428  0.006
C 4.371 0.387 -1.975  0.038
C 3.323 0.847 -1.188  -0.054
P 2.042 -0.245 -0.505  0.356
C 1.371 -1.183 -1.878  0.160
C 0.778 -2.426 -1.649  0.034
C 0.174 -3.098 -2.693  -0.018
C 0.124 -2.523 -3.955  0.064
C 0.682 -1.273 -4.175  -0.027
C 1.294 -0.596 -3.138  0.045
C 3.015 -1.377 0.546  0.094
C 3.337 -0.953 1.832  0.052
C 4.053 -1.778 2.678  -0.009
C 4.464 -3.027 2.241  0.020
C 4.175 -3.435 0.949  -0.007
C 3.439 -2.626 0.100  0.034
H 4.067 4.143 -1.049  0.001
H 5.974 3.334 -2.452  0.000
H 6.124 0.957 -3.061  0.001
H 4.432 -0.657 -2.248  0.003
H 0.789 -2.851 -0.655  -0.001
H -0.273 -4.066 -2.524  0.001
H -0.366 -3.045 -4.762  0.001
H 0.634 -0.825 -5.156  0.000
H 1.710 0.389 -3.288  0.002
H 3.011 0.029 2.145  0.005
H 4.284 -1.447 3.679  0.000
H 5.003 -3.680 2.907  0.001
H 4.517 -4.396 0.599  0.001
H 3.213 -2.963 -0.901  0.005
N 0.138 -1.308 1.615  0.038
C 0.189 -2.279 2.290  0.012
N 0.216 -3.398 2.792  0.093
C 0.609 -4.008 3.852  -0.025
N 0.937 -4.606 4.778  0.060
C -4.377 -2.538 -5.403  0.000
C -3.840 -2.035 -4.107  0.005
C -3.549 -2.890 -3.050  -0.004
C -3.038 -2.407 -1.853  0.003
C -2.729 -3.331 -0.724  0.000
C -2.814 -1.032 -1.725  0.016
C -3.105 -0.152 -2.772  0.005
C -2.858 1.312 -2.615  -0.002
C -3.616 -0.666 -3.949  -0.003
C -2.102 -0.488 -0.526  0.035
O -2.600 -0.367 0.607  0.156
O -0.900 -0.163 -0.728  -0.028
H -4.569 -3.606 -5.369  0.000
H -3.672 -2.331 -6.210  0.000
H -5.305 -2.017 -5.642  0.000
H -3.717 -3.953 -3.157  0.000
H -2.612 -4.352 -1.078  0.000
H -3.546 -3.318 -0.003  0.000
H -1.826 -3.020 -0.203  0.001
H -3.341 1.684 -1.711  0.002
H -3.246 1.861 -3.468  0.000
H -1.785 1.499 -2.535  0.000
H -3.835 0.011 -4.762  0.000

## Properties
- energy (eV) = -153024.53432
- charge = +1
- energy relative to the best compared isomer or geometry (same formula, charge and spin) (kJ/mol) = 91.2
- molar mass (g mol⁻¹) = 1047.97
- 2S+1 = 6
- HOMO level (alpha / beta) (eV) = -9.0803 / -10.7595
- expectation value of S² = 8.79
- maximum force (eV/A) = 2.2

(4)
C21H36BBeBr3CaCl3NNaO17P3 | wB97M-V/def2-TZVPD

Last column: Mulliken spin population.
Cartesian coordinates (Å):
C 6.428 0.172 -0.455  0.000
P 6.586 1.870 -1.127  0.000
C 8.220 2.532 -0.561  0.000
P 5.179 3.125 -0.021  0.000
C 3.636 3.045 -1.025  0.000
P 2.442 1.991 -0.230  0.001
O 3.029 0.651 -0.094  0.000
O 1.144 2.033 -1.161  -0.003
O 2.055 2.573 1.227  0.000
H 6.165 -0.474 -1.289  0.000
H 5.657 0.064 0.306  0.000
H 7.375 -0.188 -0.056  0.000
H 8.759 2.855 -1.445  0.000
H 8.768 1.793 0.016  0.000
H 8.083 3.408 0.075  0.000
H 5.660 4.425 -0.279  0.000
H 3.753 2.718 -2.059  0.000
H 3.245 4.064 -1.085  0.000
H 0.575 1.262 -0.990  -0.003
H 1.188 2.207 1.457  0.000
C 2.217 7.303 1.119  0.000
Br 3.722 8.302 1.985  -0.001
Br 1.896 7.892 -0.660  0.000
Br 2.539 5.417 1.267  -0.002
H 1.338 7.529 1.710  -0.001
Be 3.718 9.910 3.848  0.000
C -1.055 3.792 -3.914  -0.078
O -0.842 4.959 -3.579  0.414
O -0.495 2.768 -3.267  0.002
O -1.812 3.562 -4.888  0.649
H 0.025 3.233 -2.586  0.010
C -0.332 2.371 -7.464  0.005
Cl 0.651 0.917 -7.240  0.000
Cl 0.556 3.644 -8.311  0.001
H -1.207 2.112 -8.047  0.000
H -0.622 2.744 -6.493  -0.002
C -1.288 7.289 4.453  -0.008
C -0.518 8.173 5.406  -0.045
O 0.496 7.656 6.092  0.781
O -0.820 9.330 5.571  0.140
H -0.914 6.269 4.422  0.003
H -2.329 7.271 4.771  0.001
H -1.238 7.715 3.451  0.002
C -0.613 -4.484 -1.189  -0.036
C -0.106 -3.111 -0.677  -0.012
C 1.191 -3.286 0.117  -0.025
C 0.989 -3.903 1.498  0.022
C -0.061 -3.125 2.286  -0.021
C -1.384 -2.970 1.534  -0.018
N -1.161 -2.438 0.150  -0.398
O -0.930 -1.173 0.208  -0.522
C -2.109 -4.324 1.492  -0.025
C -2.310 -2.043 2.311  0.003
C 0.199 -2.289 -1.924  0.020
H -0.337 -4.635 -2.232  -0.002
H -0.193 -5.320 -0.631  0.000
H -1.694 -4.569 -1.153  0.027
H 1.676 -2.312 0.238  -0.003
H 1.878 -3.901 -0.468  -0.002
H 0.700 -4.954 1.414  0.000
H 1.935 -3.890 2.043  -0.002
H -0.253 -3.619 3.240  -0.003
H 0.340 -2.134 2.524  -0.006
H -3.008 -4.266 0.881  0.017
H -2.410 -4.605 2.501  -0.001
H -1.497 -5.138 1.112  -0.001
H -1.857 -1.073 2.506  0.001
H -2.546 -2.495 3.273  -0.001
H -3.246 -1.883 1.774  -0.001
H -0.704 -2.109 -2.510  0.001
H 0.906 -2.838 -2.544  0.000
H 0.655 -1.329 -1.686  -0.008
Cl 1.827 6.312 4.717  0.116
Ca 4.210 6.588 4.160  0.012
B -6.520 -6.441 -0.042  -0.001
O -6.903 -7.382 0.987  0.000
C -7.963 -6.898 1.651  0.000
O -8.524 -7.419 2.557  0.000
C -8.335 -5.536 1.010  0.000
O -9.222 -4.812 1.317  0.000
O -7.452 -5.314 0.012  0.000
O -5.118 -5.997 0.125  0.000
C -4.409 -6.298 -0.945  0.000
O -3.252 -6.074 -1.133  0.001
C -5.362 -6.992 -1.949  0.000
O -5.088 -7.381 -3.048  0.000
O -6.585 -7.065 -1.411  0.000
Na -6.987 -5.358 -2.945  0.000

## Properties
- energy (eV) = -358147.57762
- charge = +1
- molar mass (g mol⁻¹) = 1096.39
- 2S+1 = 2
- HOMO level (alpha / beta) (eV) = -9.9243 / -9.8336
- expectation value of S² = 1.77
- maximum force (eV/A) = 2.5

(5)
C5H12O | wB97M-V/def2-TZVPD

Last column: natural (NBO) charge in e.
Cartesian coordinates (Å):
C 2.692 -0.145 0.194  -0.619
C 1.363 0.584 0.117  -0.056
O 0.383 -0.338 -0.305  -0.546
C -0.942 0.167 -0.299  0.102
C -1.749 -0.708 -1.245  -0.616
C -1.529 0.156 1.111  -0.635
H 2.948 -0.574 -0.779  0.212
H 2.633 -0.961 0.921  0.211
H 3.491 0.539 0.499  0.209
H 1.110 1.009 1.101  0.158
H 1.420 1.426 -0.593  0.158
H -0.933 1.202 -0.685  0.158
H -2.789 -0.368 -1.298  0.207
H -1.741 -1.745 -0.890  0.211
H -1.319 -0.685 -2.250  0.217
H -0.964 0.800 1.793  0.208
H -1.509 -0.864 1.507  0.211
H -2.566 0.507 1.101  0.211

## Properties
- energy (eV) = -7426.91206
- energy relative to the best compared isomer or geometry (same formula, charge and spin) (kJ/mol) = 38.5
- molar mass (g mol⁻¹) = 88.15
- HOMO level (eV) = -9.6800
- maximum force (eV/A) = 0.3

(6)
C17H27NO2 | wB97M-V/def2-TZVPD

Last column: natural (NBO) charge in e.
Cartesian coordinates (Å):
C -3.396 2.417 4.714  -0.617
C -1.959 2.161 4.289  -0.061
O -1.950 1.984 2.888  -0.503
C -0.761 1.764 2.259  0.336
C 0.472 1.674 2.890  -0.342
C 1.606 1.462 2.120  -0.170
C 1.527 1.333 0.752  -0.323
C 0.286 1.403 0.110  0.415
O 0.310 1.268 -1.240  -0.507
C -0.884 1.424 -1.972  -0.059
C -1.856 0.236 -1.907  -0.440
C -1.579 -0.884 -2.919  -0.401
C -0.860 -2.088 -2.306  -0.202
N 0.436 -1.751 -1.755  -0.454
C 1.452 -1.616 -2.779  -0.216
C 2.733 -1.049 -2.179  -0.407
C 3.243 -1.965 -1.074  -0.397
C 2.132 -2.173 -0.051  -0.409
C 0.873 -2.689 -0.740  -0.209
C -0.850 1.627 0.873  -0.379
H -4.021 1.572 4.436  0.213
H -3.445 2.558 5.790  0.212
H -3.776 3.306 4.219  0.213
H -1.324 3.015 4.567  0.171
H -1.571 1.261 4.787  0.171
H 0.566 1.770 3.960  0.216
H 2.568 1.402 2.606  0.213
H 2.414 1.191 0.156  0.221
H -1.397 2.338 -1.641  0.175
H -0.554 1.579 -3.004  0.190
H -1.828 -0.183 -0.902  0.220
H -2.859 0.631 -2.082  0.210
H -1.005 -0.492 -3.759  0.194
H -2.528 -1.248 -3.319  0.208
H -0.782 -2.885 -3.070  0.165
H -1.482 -2.476 -1.494  0.193
H 1.086 -0.935 -3.549  0.197
H 1.664 -2.593 -3.259  0.156
H 2.502 -0.067 -1.769  0.213
H 3.486 -0.935 -2.962  0.204
H 4.124 -1.534 -0.595  0.205
H 3.531 -2.930 -1.502  0.191
H 1.897 -1.223 0.430  0.215
H 2.444 -2.884 0.717  0.204
H 0.074 -2.797 0.000  0.199
H 1.073 -3.689 -1.174  0.153
H -1.833 1.707 0.440  0.226

## Properties
- energy (eV) = -23651.87727
- energy relative to the best compared isomer or geometry (same formula, charge and spin) (kJ/mol) = 128.6
- molar mass (g mol⁻¹) = 277.41
- HOMO level (eV) = -8.1364
- maximum force (eV/A) = 0.5